Density functional theory data (ωB97M-V/def2-TZVPD) for C3H4OS in the gas phase in a non-equilibrium geometry.

Each line ends with the Löwdin charge.
Atoms and positions in Å:
C (2.74579, -0.33436, -0.13263)  0.0542
C (1.72835, 0.46821, 0.01211)  -0.1058
C (-0.65282, 0.40586, 0.06580)  -0.8220
H (3.73115, -0.08038, -0.36071)  0.0540
H (2.36268, -1.32021, -0.07788)  0.0719
H (1.63466, 1.53245, 0.01546)  0.1029
H (-0.46379, 1.47402, -0.09340)  0.0602
O (0.46107, -0.31107, 0.26989)  -0.1389
S (-2.11757, -0.14722, -0.08214)  0.7235

Computed properties:
Orbital gap: 9.47 eV
Relative energy (zero: lowest compared OMol25 entry of this formula, charge and spin): 38.4 kcal/mol
SMILES: C=COC=S

---

Density functional theory data (ωB97M-V/def2-TZVPD) for 9 unconnected molecules or ions with the total composition H18O9 in a non-equilibrium geometry.

Each line ends with the Löwdin spin population.
Atoms and positions in Å:
O (-2.58906, 0.59579, -1.18594)  0.0619
H (-3.24427, 1.23087, -0.89680)  0.0316
H (-2.62052, 0.63679, -2.14175)  0.0119
O (1.83206, 2.45392, -1.45199)  0.0126
H (1.80623, 1.71814, -0.84028)  0.0029
H (0.97085, 2.86376, -1.37092)  0.0063
O (0.93320, 0.84912, -3.70222)  0.0093
H (1.13991, 1.54839, -4.32233)  0.0008
H (0.88757, 1.28758, -2.85257)  0.0020
O (-1.15553, 0.31224, 2.29663)  0.2895
H (-1.62692, 1.08054, 2.61872)  0.1153
H (-1.02756, -0.23351, 3.07253)  0.0944
O (2.38254, -1.23544, -0.40289)  0.0116
H (1.96653, -0.62498, -1.01158)  0.0028
H (2.04606, -2.09469, -0.65728)  0.0027
O (0.05032, 0.51707, -0.20167)  0.0641
H (-0.00451, 0.27602, 0.72306)  0.0206
H (-0.85695, 0.67503, -0.46270)  0.0121
O (-2.60043, -1.57205, 0.97811)  0.0684
H (-2.14159, -0.74171, 1.10545)  0.0198
H (-3.46292, -1.43203, 1.36892)  0.0289
O (2.79559, 0.81733, 1.51812)  0.0311
H (2.94104, 0.04623, 0.96996)  0.0023
H (1.85441, 0.81375, 1.69250)  0.0164
O (0.17480, -3.29814, 1.43592)  0.0465
H (-0.32828, -3.99499, 1.85728)  0.0069
H (-0.12268, -2.49513, 1.86360)  0.0272

Computed properties:
Orbital gap (spin up / spin down): 2.99 / 10.32 eV
Spin multiplicity: 2
Relative energy (zero: lowest compared OMol25 entry of this formula, charge and spin): 10.3 kcal/mol
Charge: -1
Expectation value of S²: 0.750

---

Density functional theory data (ωB97M-V/def2-TZVPD) for 2 unconnected molecules or ions with the total composition C2H3N4 in a non-equilibrium geometry.

Each line ends with the Löwdin charge.
Atoms and positions in Å:
C (-3.26182, -1.05021, -0.17648)  0.2082
C (-1.48277, 0.02962, -1.13918)  0.1747
N (-2.69352, -0.29146, -0.91508)  -0.0322
N (-1.53752, -1.34033, 1.16435)  0.2654
N (-0.74546, -0.68534, 0.67330)  -0.2379
N (0.24599, 0.06055, 0.78630)  0.1302
H (-1.24289, 0.11904, -2.21093)  0.1112
H (0.99180, -0.12134, 1.54415)  0.2051
H (0.58563, 0.74026, 0.04453)  0.1753

Computed properties:
Orbital gap: 8.04 eV
Relative energy (zero: lowest compared OMol25 entry of this formula, charge and spin): 96.8 kcal/mol
Charge: +1

---

Density functional theory data (ωB97M-V/def2-TZVPD) for C18H27NO5 in the gas phase.

Each line ends with the Löwdin charge.
Atoms and positions in Å:
C (-4.22857, -3.23080, -0.39185)  -0.0795
H (-3.79423, -3.37343, -1.38657)  0.0984
O (-4.52901, -1.88014, -0.14366)  -0.1053
C (-3.50929, -0.96239, -0.17398)  -0.1794
C (-2.18021, -1.31523, -0.38480)  0.0167
C (-1.17263, -0.36698, -0.37202)  -0.2324
C (-1.49128, 0.96359, -0.14457)  0.0191
C (-2.81049, 1.34408, 0.04532)  -0.1862
C (-3.84052, 0.38426, 0.02940)  -0.1293
O (-5.08896, 0.88886, 0.26187)  -0.0540
C (-6.22125, 0.23224, -0.26082)  -0.0720
H (-6.47578, -0.66154, 0.31306)  0.0874
H (-6.07880, -0.04329, -1.30904)  0.1004
H (-7.03214, 0.95695, -0.18469)  0.0934
O (-3.22590, 2.62603, 0.25274)  -0.0611
C (-2.25958, 3.64336, 0.29479)  -0.0866
H (-2.81228, 4.56497, 0.47052)  0.0946
H (-1.54569, 3.49146, 1.11199)  0.0953
H (-1.71464, 3.72590, -0.65234)  0.0956
H (-0.70253, 1.69924, -0.13584)  0.1027
C (0.25970, -0.78727, -0.54287)  -0.1314
H (0.85078, 0.05605, -0.90455)  0.1025
H (0.33447, -1.59285, -1.27539)  0.1291
C (0.82891, -1.29267, 0.79469)  -0.0881
C (2.29028, -1.67231, 0.64589)  -0.4580
O (2.62300, -2.82345, 0.42986)  0.0534
N (3.21119, -0.68437, 0.76459)  -0.0415
C (2.98414, 0.73520, 0.89477)  -0.0953
H (1.92742, 0.96298, 1.00505)  0.1144
H (3.52108, 1.09516, 1.78204)  0.1424
C (3.54921, 1.46000, -0.34209)  -0.3790
C (3.41193, 2.97047, -0.21506)  -0.0243
H (3.84275, 3.44985, -1.08898)  0.0837
H (2.36531, 3.25002, -0.13225)  0.0767
H (3.94757, 3.31512, 0.66506)  0.0852
O (4.91811, 1.15833, -0.50034)  -0.0774
C (5.14931, -0.23218, -0.65047)  -0.3681
C (6.64495, -0.44025, -0.83070)  -0.0282
H (7.17394, -0.08645, 0.04994)  0.0838
H (6.85832, -1.49433, -0.98029)  0.0839
H (6.99236, 0.12365, -1.69143)  0.0816
C (4.61574, -0.99048, 0.57206)  -0.0852
H (4.70949, -2.06739, 0.43115)  0.1293
H (5.17424, -0.68159, 1.46290)  0.1410
H (4.60626, -0.58921, -1.54352)  0.1580
H (2.99970, 1.10418, -1.23369)  0.1483
H (0.29358, -2.19844, 1.08215)  0.1251
H (0.68106, -0.54917, 1.57798)  0.1163
H (-1.91328, -2.34565, -0.55211)  0.1108
H (-5.18268, -3.75365, -0.33896)  0.0955
H (-3.55184, -3.64066, 0.36464)  0.0974

Computed properties:
Orbital gap: 8.55 eV
Relative energy (zero: lowest compared OMol25 entry of this formula, charge and spin): 33.3 kcal/mol
SMILES: COc1cc(CCC(=O)N2C[C@@H](C)O[C@@H](C)C2)cc(OC)c1OC

---

Density functional theory data (ωB97M-V/def2-TZVPD) for 13 unconnected molecules or ions with the total composition C56H118F3N5O23 in a non-equilibrium geometry.

Each line ends with the Löwdin charge.
Atoms and positions in Å:
C (-4.20530, 0.91977, -4.70750)  -0.0266
C (-3.76323, -0.17624, -3.81272)  -0.2686
N (-3.40623, -1.03956, -3.15180)  0.1719
H (-5.27140, 1.02136, -4.50447)  0.0795
H (-3.97704, 0.76007, -5.76130)  0.0667
H (-3.63183, 1.80387, -4.42894)  0.0728
C (1.80641, 0.14262, 6.07617)  -0.0393
C (1.72929, -1.27965, 6.52969)  -0.2750
N (1.71682, -2.36760, 6.85180)  0.1337
H (1.18364, 0.12590, 5.18176)  0.0551
H (2.84065, 0.28592, 5.76326)  0.0794
H (1.42351, 0.78577, 6.86854)  0.0761
C (1.58242, -3.65106, -0.84482)  -0.0434
C (0.40844, -3.78073, -1.74800)  -0.2413
N (-0.49564, -3.83010, -2.45725)  0.1481
H (2.27662, -4.47516, -1.00930)  0.0703
H (1.31917, -3.61881, 0.21242)  0.0752
H (2.05353, -2.70957, -1.12722)  0.0803
C (-6.80159, -0.96034, -1.34849)  -0.0568
C (-6.52167, 0.49646, -1.38957)  -0.2638
N (-6.35470, 1.62240, -1.38431)  0.1493
H (-6.59107, -1.33074, -0.34520)  0.0704
H (-6.20116, -1.54048, -2.04922)  0.0668
H (-7.86524, -1.11043, -1.53348)  0.0816
C (-0.50480, 5.23958, 0.98915)  -0.0525
C (0.58902, 4.65388, 1.80514)  -0.2369
N (1.41628, 4.16129, 2.45564)  0.1395
H (-1.33127, 4.60145, 0.67635)  0.0648
H (-0.06228, 5.66381, 0.08787)  0.0683
H (-0.96134, 6.08074, 1.51078)  0.0782
C (-2.11144, 0.86757, 3.99379)  -0.0774
O (-2.47375, 0.91101, 5.40099)  -0.1792
C (-1.68742, 1.88026, 6.10836)  -0.2094
C (-1.95471, 1.70621, 7.55211)  -0.1892
O (-1.38175, 0.51812, 8.08191)  -0.1598
C (-2.19592, -0.62346, 8.16960)  -0.1886
C (-1.45695, -1.84884, 8.79397)  -0.1837
O (-0.97158, -1.67464, 10.09185)  -0.1788
C (0.09500, -0.79766, 10.32295)  -0.1060
H (-2.97176, 0.43702, 3.48137)  0.0794
H (-1.30252, 0.14095, 3.91779)  0.0768
H (-1.89538, 1.81123, 3.49287)  0.0831
H (-2.01770, 2.89601, 5.89097)  0.1267
H (-0.62276, 1.78706, 5.89409)  0.1134
H (-3.01208, 1.66872, 7.81415)  0.1327
H (-1.53833, 2.56176, 8.08387)  0.1295
H (-2.63976, -0.88758, 7.20973)  0.1157
H (-3.08460, -0.45482, 8.77781)  0.1200
H (-0.59241, -2.07198, 8.16875)  0.0931
H (-2.19533, -2.65021, 8.76754)  0.1259
H (0.05144, -0.58074, 11.39026)  0.0874
H (-0.03035, 0.13158, 9.76717)  0.0738
H (1.05475, -1.26901, 10.11125)  0.0842
C (-4.06815, 0.60329, -9.11027)  -0.1297
O (-3.56980, -0.36613, -8.24612)  -0.2072
C (-3.02328, -1.52719, -8.92008)  -0.1790
C (-2.36729, -2.54907, -7.99596)  -0.1814
O (-1.17487, -2.14566, -7.33649)  -0.1260
C (-1.33854, -1.55157, -6.03639)  -0.1703
C (0.02293, -1.48499, -5.32760)  -0.1671
O (0.92166, -0.52981, -5.95903)  -0.1935
C (2.20855, -0.37487, -5.34107)  -0.1032
H (-4.10626, 1.46047, -8.43805)  0.0830
H (-5.00043, 0.36923, -9.62426)  0.0892
H (-3.31902, 0.88496, -9.85024)  0.0879
H (-2.34944, -1.26088, -9.73440)  0.1206
H (-3.85178, -1.93539, -9.49892)  0.1197
H (-2.24129, -3.45990, -8.58128)  0.1262
H (-3.12089, -2.78101, -7.24337)  0.1193
H (-2.09123, -2.09439, -5.46462)  0.1117
H (-1.68655, -0.54080, -6.24932)  0.1093
H (0.35582, -2.52009, -5.40412)  0.1201
H (-0.05928, -1.27110, -4.26196)  0.1014
H (2.11469, 0.10882, -4.36878)  0.0662
H (2.96976, 0.17507, -5.89443)  0.0856
H (2.59762, -1.36682, -5.11136)  0.0810
C (8.59045, 6.28106, 3.53198)  -0.1138
O (8.21547, 5.18477, 2.70087)  -0.1993
C (9.29596, 4.24752, 2.34976)  -0.1592
C (8.73172, 3.23297, 1.35963)  -0.1462
O (8.38687, 1.95734, 2.02344)  -0.1776
C (7.78020, 0.90672, 1.27120)  -0.1460
C (6.32551, 1.22319, 0.61010)  -0.1931
O (5.22434, 1.16217, 1.47904)  -0.1956
C (5.11456, 2.30545, 2.34804)  -0.0791
H (7.73190, 6.94052, 3.65887)  0.0853
H (9.35279, 6.96985, 3.16797)  0.0778
H (8.96258, 5.83881, 4.45612)  0.0843
H (9.66609, 3.72577, 3.23230)  0.1243
H (10.16429, 4.71037, 1.88085)  0.1174
H (9.42563, 3.07516, 0.53399)  0.1200
H (7.78577, 3.60014, 0.96156)  0.1079
H (7.66042, 0.05278, 1.93794)  0.1211
H (8.47845, 0.60260, 0.49142)  0.1096
H (6.08668, 0.51187, -0.18053)  0.1166
H (6.39281, 2.16383, 0.06351)  0.1011
H (4.51907, 2.07353, 3.23105)  0.0810
H (4.63883, 3.12430, 1.80835)  0.0749
H (6.02109, 2.73973, 2.76959)  0.0804
C (-1.52875, -2.83923, 2.33737)  -0.0588
O (-1.84144, -3.61849, 1.14007)  -0.1870
C (-2.87953, -3.07401, 0.33689)  -0.2368
C (-3.43660, -4.18901, -0.49531)  -0.1684
O (-3.90659, -5.43793, 0.12027)  -0.1204
C (-4.94773, -5.32768, 1.12334)  -0.1641
C (-6.29733, -4.78419, 0.70621)  -0.2256
O (-7.12201, -5.60383, -0.11005)  -0.1675
C (-8.20161, -4.87694, -0.67310)  -0.1080
H (-2.49491, -2.60135, 2.78239)  0.0760
H (-1.02324, -1.91277, 2.06489)  0.0623
H (-0.86162, -3.31489, 3.05624)  0.0881
H (-2.50639, -2.29426, -0.32708)  0.0991
H (-3.68599, -2.68879, 0.96084)  0.1108
H (-2.60116, -4.45452, -1.14311)  0.0974
H (-4.22010, -3.64727, -1.02515)  0.1082
H (-4.59078, -4.87950, 2.05061)  0.1253
H (-5.13456, -6.39452, 1.24598)  0.1294
H (-6.18359, -3.74284, 0.40496)  0.0987
H (-6.87782, -4.72316, 1.62675)  0.1254
H (-7.76759, -4.20973, -1.41778)  0.0786
H (-8.82933, -4.32375, 0.02551)  0.0858
H (-8.82483, -5.61835, -1.17312)  0.0898
C (7.31861, -6.74593, -2.79557)  -0.1493
O (6.66871, -7.27643, -1.68204)  -0.1705
C (5.25848, -7.61952, -1.99200)  -0.1560
C (4.56751, -7.80068, -0.65451)  -0.1821
O (4.56237, -6.52646, 0.00637)  -0.1310
C (3.87944, -6.51529, 1.26624)  -0.1999
C (4.27232, -5.26001, 1.99725)  -0.1880
O (5.68941, -5.15505, 2.17829)  -0.1685
C (6.23759, -6.07304, 3.08218)  -0.1345
H (7.65387, -7.49403, -3.51393)  0.0808
H (8.24762, -6.32038, -2.41618)  0.0859
H (6.79150, -5.95976, -3.33612)  0.0853
H (5.25574, -8.53347, -2.58596)  0.1213
H (4.69646, -6.90584, -2.59440)  0.1202
H (5.02701, -8.56652, -0.02965)  0.1291
H (3.52387, -8.06054, -0.83164)  0.1227
H (4.08533, -7.31313, 1.97980)  0.1190
H (2.80037, -6.54539, 1.11528)  0.1242
H (3.93350, -5.23210, 3.03287)  0.1217
H (3.90085, -4.36153, 1.50446)  0.1132
H (7.24691, -5.75516, 3.34358)  0.0898
H (6.32078, -7.12660, 2.81537)  0.0821
H (5.70806, -6.13478, 4.03291)  0.0841
C (2.70884, 3.17126, -0.91172)  -0.0566
O (1.53504, 3.70823, -1.57741)  -0.2002
C (1.64083, 4.41685, -2.76939)  -0.2248
C (0.23038, 4.63116, -3.27569)  -0.1406
O (-0.50165, 3.47297, -3.78702)  -0.1631
C (0.06478, 2.71717, -4.82603)  -0.1749
C (0.27645, 3.56683, -6.15478)  -0.1296
O (-0.93635, 3.63669, -6.96925)  -0.1993
C (-2.07202, 4.32812, -6.45066)  -0.0982
H (3.47317, 3.92257, -0.71310)  0.0815
H (3.27019, 2.54638, -1.60635)  0.0883
H (2.51200, 2.70840, 0.05529)  0.0608
H (2.23063, 3.86817, -3.50368)  0.1178
H (2.17067, 5.36075, -2.64124)  0.1303
H (0.14672, 5.50015, -3.92835)  0.1183
H (-0.33806, 4.91725, -2.39075)  0.1172
H (-0.44448, 1.78769, -5.08064)  0.1193
H (1.02897, 2.33570, -4.48999)  0.0973
H (1.09104, 3.14204, -6.74139)  0.1176
H (0.68936, 4.56130, -5.98556)  0.1067
H (-2.96064, 4.34946, -7.08153)  0.0806
H (-1.77523, 5.37369, -6.36817)  0.0852
H (-2.38783, 3.86602, -5.51534)  0.0685
C (2.44891, -1.39884, 2.83789)  -0.0989
O (1.27911, -0.58485, 2.67904)  -0.2164
C (1.42727, 0.63082, 1.92135)  -0.1591
C (0.35299, 0.95945, 0.87618)  -0.1549
O (0.26289, -0.05346, -0.13611)  -0.1345
C (-0.82689, 0.05448, -1.03158)  -0.2153
C (-1.18680, 1.40579, -1.47550)  -0.1787
O (-2.04562, 2.15588, -0.56320)  -0.2028
C (-3.27343, 1.51192, -0.12161)  -0.0785
H (2.33389, -2.35881, 3.34122)  0.0798
H (3.25148, -0.95910, 3.43000)  0.0791
H (2.84755, -1.69727, 1.86829)  0.0782
H (2.39449, 0.56820, 1.42268)  0.1129
H (1.36623, 1.40230, 2.68894)  0.1039
H (0.67315, 1.86091, 0.35371)  0.0927
H (-0.65200, 1.01272, 1.29482)  0.1145
H (-1.64366, -0.51485, -0.58790)  0.0901
H (-0.63896, -0.61942, -1.86743)  0.1104
H (-1.68275, 1.26544, -2.43593)  0.1015
H (-0.31583, 2.00174, -1.74819)  0.1127
H (-3.88535, 2.30004, 0.31716)  0.0634
H (-3.15263, 0.78848, 0.68470)  0.0737
H (-3.79931, 1.18187, -1.01751)  0.0559
C (-4.49441, 5.00081, -0.43928)  -0.0697
C (-5.08159, 6.39714, -0.46059)  -0.1839
O (-6.28622, 6.27673, 0.34923)  -0.0030
C (-6.87175, 7.41213, 0.80300)  -0.3322
O (-6.36859, 8.49006, 0.51466)  0.1305
C (-8.01538, 7.11429, 1.78652)  -0.5483
F (-9.12165, 7.67041, 1.30323)  0.1750
F (-8.26704, 5.80931, 1.84008)  0.1716
F (-7.72453, 7.56627, 3.02162)  0.1696
H (-5.03381, 4.22895, -0.98827)  0.0648
H (-4.44874, 4.66405, 0.59639)  0.0811
H (-3.49338, 5.11333, -0.85564)  0.0739
H (-5.29641, 6.78307, -1.45710)  0.1316
H (-4.40648, 7.08399, 0.04986)  0.1209

Computed properties:
Orbital gap: 9.28 eV